Density functional theory data (ωB97M-V/def2-TZVPD) for 2 unconnected molecules or ions with the total composition C7H13PS.

```
! RIJCOSX wB97M-V def2-TZVPD def2/J DEFGRID3
* xyz 0 1
C 0.303 1.029 1.696
C -1.066 0.206 1.645
C -2.071 0.703 0.655
C -1.530 0.248 -0.741
P -0.809 -1.485 -0.454
C -0.620 -1.121 1.127
S 0.103 -2.186 2.358
H 0.539 1.195 0.720
H 1.035 0.517 2.349
H -0.016 1.966 2.198
H -1.379 0.317 2.757
H -2.245 1.712 0.551
H -2.903 0.169 0.793
H -2.448 0.309 -1.424
H -0.812 1.025 -0.917
H 0.457 -3.244 1.421
C 1.924 0.284 -2.669
C 2.496 -0.766 -2.115
H 1.330 0.290 -3.575
H 2.086 1.282 -2.346
H 2.318 -1.769 -2.629
H 3.310 -0.679 -1.399
*
```

- relative energy (zero: lowest compared OMol25 entry of this formula, charge and spin) (kcal/mol) = 69.7
- SMILES = C[C@H]1CCP=C1S.C=C

Atom charges from the Löwdin analysis, given in e for atoms 1 to 6: atom 1 (C): -0.059, atom 2 (C): -0.461, atom 3 (C): -0.238, atom 4 (C): -0.386, atom 5 (P): 0.939, atom 6 (C): -1.017

---

Density functional theory data (ωB97M-V/def2-TZVPD) for 2 unconnected molecules or ions with the total composition C7H14.

```
! RIJCOSX wB97M-V def2-TZVPD def2/J DEFGRID3
* xyz 0 1
C 2.596 0.461 1.668
C 1.784 1.502 0.888
C 1.150 0.977 -0.389
C -0.155 1.062 -0.577
C -1.329 0.984 0.169
C -1.099 0.712 -1.604
C -1.534 -0.730 -1.921
H 3.395 0.094 1.015
H 1.976 -0.415 1.851
H 3.124 0.978 2.470
H 0.925 1.806 1.483
H 2.354 2.369 0.570
H 1.795 0.877 -1.252
H -2.014 1.830 0.169
H -1.470 0.408 1.076
H -1.651 1.537 -2.037
H -2.159 -0.781 -2.812
H -0.629 -1.343 -1.941
H -2.108 -1.104 -1.080
H -2.577 -5.713 1.472
H -2.374 -5.512 0.780
*
```

- relative energy (zero: lowest compared OMol25 entry of this formula, charge and spin) (kcal/mol) = 101.9
- SMILES = CC/C=C1\C[C@@H]1C.[H][H]

Atom charges from the Löwdin analysis, given in e for atoms 1 to 6: atom 1 (C): -0.108, atom 2 (C): -0.252, atom 3 (C): -0.064, atom 4 (C): -0.383, atom 5 (C): -0.022, atom 6 (C): -0.111

---

Density functional theory data (ωB97M-V/def2-TZVPD) for C7H14 in the gas phase.

```
! RIJCOSX wB97M-V def2-TZVPD def2/J DEFGRID3
* xyz 0 1
C -1.121 -1.487 -0.991
C -1.279 -0.379 -0.236
C -0.188 0.254 0.588
C 0.730 -0.726 1.324
C -0.720 1.300 1.577
C 0.545 0.929 -0.629
C 1.100 -0.048 -1.647
H -1.840 -1.726 -1.765
H -0.542 -2.346 -0.657
H -2.098 0.300 -0.485
H 0.199 -1.219 2.146
H 1.588 -0.190 1.750
H 1.118 -1.506 0.664
H -1.358 2.036 1.073
H -1.316 0.832 2.372
H 0.108 1.843 2.049
H 1.558 1.330 -0.495
H -0.098 1.728 -1.038
H 1.404 0.501 -2.556
H 1.996 -0.530 -1.201
H 0.214 -0.895 -1.843
*
```

- relative energy (zero: lowest compared OMol25 entry of this formula, charge and spin) (kcal/mol) = 52.3
- SMILES = C=CC(C)(C)CC

Atom charges from the Löwdin analysis, given in e for atoms 1 to 6: atom 1 (C): -0.057, atom 2 (C): -0.150, atom 3 (C): -0.553, atom 4 (C): -0.051, atom 5 (C): -0.058, atom 6 (C): -0.223

---

Density functional theory data (ωB97M-V/def2-TZVPD) for 2 unconnected molecules or ions with the total composition C7H14.

```
! RIJCOSX wB97M-V def2-TZVPD def2/J DEFGRID3
* xyz 0 1
C -1.213 1.609 -0.870
C -0.100 0.987 -1.249
C 0.915 0.382 -0.315
C 1.117 -1.106 -0.618
C 2.246 1.136 -0.418
H -1.905 2.040 -1.589
H -1.474 1.706 0.183
H 0.132 0.906 -2.315
H 0.531 0.480 0.710
H 1.503 -1.249 -1.635
H 1.839 -1.551 0.077
H 0.175 -1.662 -0.538
H 2.992 0.713 0.264
H 2.649 1.071 -1.437
H 2.118 2.196 -0.176
C -2.368 -0.996 1.251
C -1.474 -1.558 2.057
H -3.314 -0.611 1.629
H -2.192 -0.888 0.183
H -0.530 -1.946 1.679
H -1.647 -1.658 3.126
*
```

- relative energy (zero: lowest compared OMol25 entry of this formula, charge and spin) (kcal/mol) = 38.8
- SMILES = C=CC(C)C.C=C

Atom charges from the Löwdin analysis, given in e for atoms 1 to 6: atom 1 (C): -0.004, atom 2 (C): -0.179, atom 3 (C): -0.454, atom 4 (C): -0.088, atom 5 (C): -0.083, atom 6 (H): 0.052

---

Density functional theory data (ωB97M-V/def2-TZVPD) for 2 unconnected molecules or ions with the total composition C7H14.

```
! RIJCOSX wB97M-V def2-TZVPD def2/J DEFGRID3
* xyz 0 1
C 0.886 0.905 2.111
C 0.583 1.466 0.752
C 1.003 0.961 -0.405
C 1.822 -0.293 -0.557
H 1.138 -0.160 2.079
H 1.747 1.431 2.541
H 0.050 1.035 2.808
H -0.059 2.346 0.731
H 0.701 1.462 -1.324
H 1.769 -0.694 -1.574
H 1.488 -1.084 0.126
H 2.876 -0.096 -0.335
C -1.926 -0.171 0.406
C -1.718 -0.302 -0.898
C -1.207 -1.541 -1.575
H -2.301 0.758 0.827
H -1.675 -0.959 1.116
H -1.918 0.551 -1.548
H -0.611 -2.165 -0.901
H -2.055 -2.140 -1.925
H -0.595 -1.308 -2.454
*
```

- relative energy (zero: lowest compared OMol25 entry of this formula, charge and spin) (kcal/mol) = 42.4
- SMILES = C/C=C\C.C=CC

Atom charges from the Löwdin analysis, given in e for atoms 1 to 6: atom 1 (C): -0.105, atom 2 (C): -0.216, atom 3 (C): -0.205, atom 4 (C): -0.108, atom 5 (H): 0.065, atom 6 (H): 0.076

---

Density functional theory data (ωB97M-V/def2-TZVPD) for C7H14 in the gas phase.

```
! RIJCOSX wB97M-V def2-TZVPD def2/J DEFGRID3
* xyz 0 1
C 0.021 0.785 -1.919
C -0.272 0.747 -0.606
C -0.977 1.966 -0.058
C 0.192 -0.419 0.213
C 1.720 -0.462 0.122
C -0.208 -0.230 1.662
C -0.415 -1.745 -0.329
H -1.135 0.645 -1.988
H 0.646 0.006 -2.354
H -1.808 1.809 0.633
H -1.293 2.621 -0.879
H -0.184 2.523 0.465
H 2.105 -0.535 -0.901
H 2.069 -1.335 0.676
H 2.132 0.446 0.578
H 0.249 -1.020 2.260
H -1.297 -0.257 1.791
H 0.149 0.745 2.008
H -0.356 -1.839 -1.421
H 0.135 -2.591 0.102
H -1.474 -1.862 -0.055
*
```

- relative energy (zero: lowest compared OMol25 entry of this formula, charge and spin) (kcal/mol) = 71.1
- SMILES = C=C(C)C(C)(C)C

Atom charges from the Löwdin analysis, given in e for atoms 1 to 6: atom 1 (C): -0.018, atom 2 (C): -0.374, atom 3 (C): -0.062, atom 4 (C): -0.589, atom 5 (C): -0.047, atom 6 (C): -0.070

---

Density functional theory data (ωB97M-V/def2-TZVPD) for C7H14 in the gas phase.

```
! RIJCOSX wB97M-V def2-TZVPD def2/J DEFGRID3
* xyz 0 1
C 1.320 1.707 0.916
C 0.752 0.495 0.677
C 1.551 -0.764 0.652
C 0.905 -1.982 1.259
C -0.666 0.398 0.185
C -0.808 0.064 -1.395
C -2.044 0.923 -1.793
H 0.891 2.702 0.977
H 2.337 1.586 1.264
H 1.721 -1.002 -0.405
H 2.480 -0.712 1.232
H 1.560 -2.646 1.807
H 0.347 -2.615 0.527
H 0.007 -1.871 1.871
H -1.246 -0.367 0.731
H -1.286 1.277 0.468
H 0.186 0.279 -1.790
H -1.163 -0.941 -1.538
H -2.934 0.406 -1.401
H -1.898 1.929 -1.386
H -2.012 1.135 -2.858
*
```

- relative energy (zero: lowest compared OMol25 entry of this formula, charge and spin) (kcal/mol) = 42.8
- SMILES = C=C(CC)CCC

Atom charges from the Löwdin analysis, given in e for atoms 1 to 6: atom 1 (C): 0.058, atom 2 (C): -0.343, atom 3 (C): -0.230, atom 4 (C): -0.125, atom 5 (C): -0.186, atom 6 (C): -0.198

---

Density functional theory data (ωB97M-V/def2-TZVPD) for 2 unconnected molecules or ions with the total composition C7H14.

```
! RIJCOSX wB97M-V def2-TZVPD def2/J DEFGRID3
* xyz 0 1
C 0.152 1.366 0.463
C 0.438 0.386 1.317
C 1.497 -0.650 1.030
C -0.208 0.317 2.673
H -0.621 2.101 0.678
H 0.663 1.463 -0.488
H 2.439 -0.377 1.517
H 1.207 -1.635 1.418
H 1.690 -0.752 -0.042
H -0.511 -0.701 2.944
H 0.518 0.647 3.426
H -1.081 0.973 2.735
C -0.197 0.538 -2.902
C -1.031 0.089 -1.970
C -0.870 -1.218 -1.259
H -0.390 1.455 -3.448
H 0.718 -0.001 -3.144
H -1.912 0.677 -1.710
H -0.951 -1.096 -0.174
H 0.103 -1.668 -1.483
H -1.653 -1.913 -1.582
*
```

- relative energy (zero: lowest compared OMol25 entry of this formula, charge and spin) (kcal/mol) = 37.4
- SMILES = C=C(C)C.C=CC

Atom charges from the Löwdin analysis, given in e for atoms 1 to 6: atom 1 (C): 0.010, atom 2 (C): -0.444, atom 3 (C): -0.079, atom 4 (C): -0.078, atom 5 (H): 0.070, atom 6 (H): 0.054

---

Density functional theory data (ωB97M-V/def2-TZVPD) for C7H14 in the gas phase.

```
! RIJCOSX wB97M-V def2-TZVPD def2/J DEFGRID3
* xyz 0 1
C 1.473 0.558 1.008
C 0.659 1.077 -0.179
C 1.593 1.500 -1.314
C -0.361 0.059 -0.716
C -1.207 -0.651 0.319
C -1.864 -1.950 -0.053
C -0.718 -1.940 0.918
H 2.113 -0.283 0.708
H 2.126 1.349 1.397
H 0.832 0.215 1.825
H 0.102 1.963 0.162
H 2.331 2.237 -0.977
H 2.143 0.627 -1.691
H 1.040 1.932 -2.156
H -1.019 0.574 -1.431
H 0.175 -0.706 -1.299
H -1.776 0.001 0.983
H -2.858 -2.163 0.329
H -1.679 -2.333 -1.054
H 0.244 -2.316 0.575
H -0.927 -2.145 1.964
*
```

- relative energy (zero: lowest compared OMol25 entry of this formula, charge and spin) (kcal/mol) = 18.5
- SMILES = CC(C)CC1CC1

Atom charges from the Löwdin analysis, given in e for atoms 1 to 6: atom 1 (C): -0.083, atom 2 (C): -0.438, atom 3 (C): -0.094, atom 4 (C): -0.173, atom 5 (C): -0.317, atom 6 (C): -0.129

---

Density functional theory data (ωB97M-V/def2-TZVPD) for C7H14 in the gas phase.

```
! RIJCOSX wB97M-V def2-TZVPD def2/J DEFGRID3
* xyz 0 1
C -2.336 1.222 0.175
C -1.204 0.935 0.794
C -0.576 2.030 1.655
C -0.341 -0.206 0.350
C 0.077 -0.287 -1.107
C 1.103 -1.407 -1.432
C 1.998 -1.848 -0.294
H -3.011 2.011 0.439
H -2.604 0.741 -0.756
H -1.317 2.266 2.422
H -0.576 2.969 1.112
H 0.402 1.810 2.055
H 0.531 -0.227 1.013
H -0.752 -1.188 0.628
H 0.515 0.661 -1.431
H -0.802 -0.388 -1.740
H 1.689 -1.015 -2.268
H 0.530 -2.263 -1.792
H 2.510 -2.798 -0.441
H 2.713 -1.064 -0.035
H 1.452 -1.953 0.652
*
```

- relative energy (zero: lowest compared OMol25 entry of this formula, charge and spin) (kcal/mol) = 33.0
- SMILES = C=C(C)CCCC

Atom charges from the Löwdin analysis, given in e for atoms 1 to 6: atom 1 (C): 0.026, atom 2 (C): -0.346, atom 3 (C): -0.057, atom 4 (C): -0.211, atom 5 (C): -0.203, atom 6 (C): -0.250